ORCA calculation (ωB97M-V/def2-TZVPD) on C47H27I5MgN6 as an isolated structure.

Cartesian coordinates (Å):
Mg (13.633, 14.115, 7.411)
I (20.610, 7.168, 6.781)
C (19.150, 8.662, 6.533)
C (19.498, 9.978, 6.906)
C (18.556, 10.990, 6.971)
C (17.219, 10.713, 6.532)
C (16.901, 9.430, 6.043)
C (17.865, 8.420, 6.045)
C (16.170, 11.748, 6.554)
C (16.502, 13.145, 6.531)
C (17.812, 13.655, 6.109)
C (17.814, 14.993, 6.368)
C (16.474, 15.374, 6.763)
C (16.039, 16.735, 6.823)
C (17.043, 17.849, 6.755)
C (16.934, 18.885, 7.688)
C (17.960, 19.845, 7.715)
C (18.974, 19.740, 6.768)
I (20.516, 21.114, 6.828)
C (18.966, 18.754, 5.791)
C (17.972, 17.821, 5.731)
C (14.659, 17.013, 6.695)
N (13.584, 16.206, 6.980)
C (12.430, 16.948, 6.795)
C (11.076, 16.600, 7.049)
C (10.036, 17.656, 7.081)
C (10.027, 18.726, 7.990)
C (9.087, 19.745, 7.797)
C (8.052, 19.554, 6.865)
I (6.630, 21.074, 6.723)
C (8.032, 18.472, 5.985)
C (9.053, 17.509, 6.087)
C (10.728, 15.195, 7.129)
C (9.324, 14.783, 7.046)
C (9.361, 13.451, 6.716)
C (10.726, 12.976, 6.741)
N (11.563, 14.100, 6.924)
C (11.211, 11.615, 6.770)
C (12.568, 11.308, 6.968)
C (13.098, 10.054, 7.627)
C (14.458, 10.135, 7.618)
C (14.830, 11.375, 6.949)
N (13.675, 12.108, 6.724)
C (10.179, 10.540, 6.847)
C (9.007, 10.744, 7.642)
C (8.114, 9.706, 7.816)
C (8.263, 8.511, 7.104)
I (6.864, 6.941, 7.447)
C (9.340, 8.346, 6.220)
C (10.306, 9.355, 6.155)
C (12.801, 18.274, 6.315)
C (14.144, 18.295, 6.206)
N (15.677, 14.255, 6.801)
H (20.574, 10.193, 7.053)
H (18.766, 11.944, 7.438)
H (15.970, 9.273, 5.536)
H (17.607, 7.426, 5.694)
H (18.627, 13.095, 5.686)
H (18.686, 15.644, 6.269)
H (16.033, 18.969, 8.315)
H (18.056, 20.683, 8.466)
H (19.842, 18.733, 5.125)
H (17.920, 17.151, 4.887)
H (10.847, 18.831, 8.693)
H (9.081, 20.659, 8.382)
H (7.209, 18.381, 5.277)
H (8.922, 16.606, 5.459)
H (8.419, 15.338, 7.224)
H (8.585, 12.800, 6.363)
H (12.506, 9.228, 7.968)
H (15.232, 9.473, 8.006)
H (8.937, 11.628, 8.244)
H (7.189, 9.775, 8.396)
H (9.351, 7.462, 5.592)
H (11.188, 9.194, 5.508)
H (12.149, 19.068, 6.035)
H (14.751, 19.133, 5.892)
I (11.876, 13.774, 13.656)
C (12.939, 13.942, 11.875)
C (14.162, 14.529, 11.638)
N (14.364, 14.508, 10.290)
N (13.350, 13.803, 9.649)
C (12.476, 13.506, 10.611)
H (14.769, 15.082, 12.344)
H (15.321, 14.428, 9.911)
H (11.529, 13.025, 10.469)

Results
**Lowest unoccupied orbital energy (alpha / beta)**: -1.3 / -1.3 eV
**Charge**: 0
**Spin multiplicity**: 1
**Energy**: -104066.780 eV
**HOMO energy (alpha / beta)**: -6.691 / -6.689 eV

Partial charges, Mulliken, in e: Mg 1.112; I 0.082; C -0.266; C -0.549; C -0.876; C 0.492; C -0.451; C -0.507; C 0.456; C 0.516; C -1.868; C -0.907; C -0.107; C 0.436; C 0.156; C -0.321; C -0.717; C 0.075; I 0.102; C -0.657; C -0.753; C 0.129; N 0.673; C 0.430; C 0.351; C -0.255; C -0.391; C -0.612; C 0.044; I 0.088; C -0.801; C -0.497; C 0.353; C -1.252; C -1.342; C 0.131; N 0.332; C 1.248; C 0.213; C -1.208; C -1.177; C 0.054; N -0.508; C 0.108; C -0.755; C -0.731; C -0.097; I 0.062; C -0.702; C -0.046; C -1.514; C -1.131; N 0.773; H 0.323; H 0.675; H 0.564; H 0.382; H 0.817; H 0.679; H 0.471; H 0.276; H 0.335; H 0.819; H 0.489; H 0.370; H 0.380; H 0.609; H 0.758; H 0.760; H 0.655; H 0.666; H 0.471; H 0.342; H 0.394; H 0.437; H 0.518; H 0.554; I 0.128; C -0.740; C -0.153; N -0.139; N -0.113; C -0.359; H 0.435; H 0.202; H 0.573